1.
The following is a quantum chemistry calculation of C13H29GaNO3P as an isolated structure at a distorted geometry, from OMol25.

Computed properties:
Total energy in Eh: -3059.21405
Strongest force on any atom in eV/Å: 7.345
HOMO level in eV: -7.35
LUMO in eV: -0.64

ORCA input file:
```
! RIJCOSX wB97M-V def2-TZVPD def2/J DEFGRID3
* xyz 0 1
C 4.292 0.324 -1.379
C 3.686 1.470 -1.094
Ga 2.607 3.270 -1.018
C 0.727 2.870 -1.760
C -0.188 4.214 -1.900
P 3.848 4.812 -2.293
O 3.300 6.255 -2.234
O 5.447 4.820 -1.595
O 4.092 4.306 -3.937
H 4.531 -0.694 -1.872
H 2.444 3.705 0.509
H 0.208 2.171 -0.989
H 0.833 2.302 -2.772
H -1.223 3.899 -2.292
H 0.343 4.954 -2.605
H -0.312 4.736 -0.885
H 5.632 3.863 -1.374
H 3.580 3.487 -4.128
C -4.494 -3.092 0.976
C -4.013 -1.662 1.170
C -2.804 -1.226 0.341
N -1.436 -1.868 0.704
C -1.377 -2.310 2.167
C 0.017 -2.742 2.600
C 1.038 -1.645 2.360
C 1.024 -1.217 0.903
C -0.364 -0.786 0.458
C -1.198 -3.035 -0.243
H -3.736 -3.837 1.216
H -5.345 -3.282 1.635
H -4.824 -3.257 -0.055
H -3.845 -1.468 2.232
H -4.843 -1.004 0.890
H -2.688 -0.148 0.480
H -2.973 -1.398 -0.726
H -1.704 -1.458 2.769
H -2.068 -3.141 2.300
H -0.005 -2.993 3.665
H 0.320 -3.657 2.081
H 2.035 -1.992 2.643
H 0.806 -0.785 3.000
H 1.399 -2.028 0.271
H 1.716 -0.379 0.770
H -0.383 -0.542 -0.608
H -0.668 0.098 1.028
H -1.176 -2.648 -1.264
H -2.010 -3.752 -0.130
H -0.247 -3.511 -0.013
*
```



2.
The following is a quantum chemistry calculation of one molecule with the formula C2H3N3O2 at a distorted geometry, from OMol25.

Computed properties:
Total energy in Eh: -392.65036
Strongest force on any atom in eV/Å: 2.493
HOMO level in eV: -9.39
LUMO in eV: 0.36
SMILES: Oc1cnnn1O
Relative energy (zero: lowest compared OMol25 entry of this formula, charge and spin) in kcal/mol: 89.8

ORCA input file:
```
! RIJCOSX wB97M-V def2-TZVPD def2/J DEFGRID3
* xyz 0 1
O 1.628 -0.846 -0.047
C 0.352 -0.457 -0.022
C -0.900 -1.062 0.007
N -1.831 -0.053 -0.014
N -1.235 1.119 -0.023
N 0.051 0.829 -0.088
O 0.964 1.797 0.037
H 1.676 -1.843 0.108
H -1.149 -2.145 0.057
H 0.445 2.661 -0.016
*
```



3.
The following is a quantum chemistry calculation of C17H9BrCl2MgN4O7S as an isolated structure at a distorted geometry, from OMol25.

Computed properties:
Total energy in Eh: -5491.48811
Strongest force on any atom in eV/Å: 1.212
HOMO level in eV: -8.00
LUMO in eV: -1.82
Relative energy (zero: lowest compared OMol25 entry of this formula, charge and spin) in kcal/mol: 2.0

ORCA input file:
```
! RIJCOSX wB97M-V def2-TZVPD def2/J DEFGRID3
* xyz 0 1
Mg 0.113 -0.065 -0.242
Cl -0.196 1.686 1.542
C 1.464 2.242 1.722
C 1.777 2.859 2.921
C 3.058 3.332 3.116
C 3.997 3.178 2.108
C 3.656 2.560 0.918
Cl 4.894 2.415 -0.284
C 2.362 2.058 0.662
S 1.962 1.301 -0.868
H 1.017 2.971 3.684
H 3.325 3.821 4.045
H 5.009 3.537 2.240
O -5.113 -1.173 -5.385
N -4.163 -1.931 -5.462
O -4.107 -2.899 -6.193
C -3.092 -1.769 -4.470
C -3.178 -0.752 -3.555
C -2.183 -0.644 -2.610
C -1.015 -1.486 -2.550
O -0.061 -1.260 -1.755
C -1.034 -2.538 -3.521
C -2.033 -2.663 -4.452
N 0.030 -3.560 -3.560
O 0.068 -4.288 -4.535
O 0.770 -3.659 -2.602
N -2.319 0.417 -1.633
O -2.899 1.420 -1.910
O -1.851 0.212 -0.476
H -4.011 -0.064 -3.570
H -1.991 -3.466 -5.171
Br 2.720 -5.002 3.566
C 1.972 -3.605 2.558
C 2.108 -3.594 1.183
C 1.541 -2.547 0.482
N 0.868 -1.549 1.083
C 0.753 -1.581 2.419
C 1.286 -2.587 3.197
H 2.637 -4.376 0.658
H 1.613 -2.506 -0.598
H 0.219 -0.759 2.881
H 1.170 -2.574 4.271
*
```



4.
The following is a quantum chemistry calculation of one molecule with the formula H3IP2S at a distorted geometry, from OMol25.

Computed properties:
Total energy in Eh: -1380.37324
Strongest force on any atom in eV/Å: 1.375
HOMO level in eV: -9.07
LUMO in eV: -0.72
SMILES: S[PH]#[PH]I
Relative energy (zero: lowest compared OMol25 entry of this formula, charge and spin) in kcal/mol: 2.4

ORCA input file:
```
! RIJCOSX wB97M-V def2-TZVPD def2/J DEFGRID3
* xyz 0 1
S 0.982 0.236 -1.315
P 0.150 -0.838 0.353
P 0.699 0.537 2.081
I -0.690 -0.488 3.974
H 2.289 0.062 -1.024
H -1.056 -0.122 0.486
H -0.210 1.347 1.456
*
```



What did the second record say?
The following is a quantum chemistry calculation of one molecule with the formula C2H3N3O2 at a distorted geometry, from OMol25.

Computed properties:
Total energy in Eh: -392.65036
Strongest force on any atom in eV/Å: 2.493
HOMO level in eV: -9.39
LUMO in eV: 0.36
SMILES: Oc1cnnn1O
Relative energy (zero: lowest compared OMol25 entry of this formula, charge and spin) in kcal/mol: 89.8

ORCA input file:
```
! RIJCOSX wB97M-V def2-TZVPD def2/J DEFGRID3
* xyz 0 1
O 1.628 -0.846 -0.047
C 0.352 -0.457 -0.022
C -0.900 -1.062 0.007
N -1.831 -0.053 -0.014
N -1.235 1.119 -0.023
N 0.051 0.829 -0.088
O 0.964 1.797 0.037
H 1.676 -1.843 0.108
H -1.149 -2.145 0.057
H 0.445 2.661 -0.016
*
```



Q: total energy of number 4 (H3IP2S)?
A: -1380.37324 Eh



Q: Which value of HOMO level does entry 4 give?
A: -9.07 eV



Q: Which formula does entry 1 have?
A: C13H29GaNO3P